Computed, not measured: a molecular structure, C19H20F3FeIN6O2 at a distorted geometry, with the ωB97M-V functional and the def2-TZVPD basis.

Last column: Mulliken spin population.
Geometry (Å):
Fe -0.117 -2.669 0.380  1.1751
O -2.618 4.040 3.162  0.0000
C -1.369 3.983 2.662  -0.0001
O -0.724 4.982 2.537  0.0001
C -0.829 2.634 2.260  0.0005
C 0.492 2.604 1.826  -0.0008
C 1.068 1.416 1.416  -0.0016
C 0.324 0.241 1.439  -0.0078
C -1.001 0.266 1.842  0.0037
C -1.566 1.457 2.267  -0.0004
N 0.894 -0.998 0.964  -0.0134
C 2.153 -1.176 1.053  -0.0116
C 2.679 -2.412 0.478  0.0105
C 4.016 -2.716 0.380  -0.0002
C 4.370 -3.925 -0.214  0.0000
C 3.375 -4.763 -0.677  0.0003
C 2.045 -4.385 -0.542  0.0058
N 1.707 -3.225 0.022  -0.0051
H -3.010 3.163 3.239  0.0000
H 1.051 3.530 1.807  0.0000
H 2.084 1.429 1.045  -0.0001
H -1.600 -0.633 1.831  -0.0025
H -2.603 1.428 2.578  -0.0001
H 2.820 -0.475 1.545  0.0007
H 4.762 -2.031 0.758  -0.0004
H 5.411 -4.204 -0.308  -0.0002
H 3.609 -5.712 -1.137  -0.0002
H 1.231 -5.008 -0.881  -0.0032
I -1.565 -4.516 -0.403  -0.0210
C -2.372 2.958 -1.148  -0.0001
C -1.803 2.669 -2.535  -0.0002
C -0.290 2.863 -2.557  0.0000
C -2.213 1.288 -3.047  0.0010
N -1.494 0.197 -2.366  0.0008
C -0.354 -0.423 -2.684  -0.0028
N -0.040 -1.252 -1.715  -0.0052
N -1.036 -1.106 -0.818  0.0223
N -1.914 -0.260 -1.185  0.0016
H -2.043 3.937 -0.799  0.0000
H -2.034 2.215 -0.421  0.0001
H -3.463 2.953 -1.151  0.0000
H -2.249 3.368 -3.249  0.0001
H 0.198 2.240 -1.802  0.0000
H -0.040 3.898 -2.329  0.0000
H 0.145 2.630 -3.533  0.0000
H -2.004 1.177 -4.110  -0.0001
H -3.271 1.097 -2.879  0.0000
H 0.197 -0.251 -3.593  -0.0006
F 0.653 -3.987 2.422  0.0023
C -0.296 -2.987 2.295  -0.1241
F 0.076 -2.048 3.170  -0.0136
F -1.445 -3.500 2.703  -0.0095

Summary:
LUMO (spin up / spin down) = -4.716 / -4.533 eV
energy relative to the best compared isomer or geometry (same formula, charge and spin) = 0.0 kcal per mole
<S²> = 0.941
total charge = +1
orbital gap (spin up / spin down) = 0.2562 / 0.2636 Eh
highest occupied orbital energy (spin up / spin down) = -11.69 / -11.71 eV
spin multiplicity = 2